95
Properties=species:S:1:pos:R:3:forces:R:3 method="wB97M-V/def2-TZVPD" homo_lumo_gap_ev="8.287 / 5.306" lumo_energy_ev="-5.66 / -8.64" multiplicity=3 charge=+2
Cu -0.479 -0.746 3.183 0.3810 1.4300 0.5911
Cu 0.940 1.041 5.680 -0.4070 -0.5634 -2.3632
C -4.749 -3.793 0.588 1.2553 0.3119 -0.0869
C -4.812 -2.316 0.224 -0.0374 0.1240 -1.5241
C -3.846 -1.877 -0.938 -1.1810 -1.4097 0.8695
C -2.414 -2.150 -0.522 1.2741 0.8576 0.0737
P -1.161 -1.584 -1.777 -1.0883 -0.3486 -0.5200
C -1.399 0.145 -2.316 0.2243 1.0516 1.4778
C -2.793 0.701 -2.762 0.8987 -1.1578 -0.0326
C -2.814 1.987 -3.556 -0.4617 0.3186 -0.6769
C -4.235 2.346 -3.948 -1.9294 0.3674 -0.0858
C 0.568 -1.864 -1.244 -0.5680 -0.6373 -0.2189
C 0.883 -3.381 -1.185 -0.1629 -0.4557 -0.5255
C 2.392 -3.663 -1.316 -0.4098 -0.0380 1.3309
C 2.817 -4.831 -0.426 0.1623 -0.4848 -0.6919
C -1.520 -2.548 -3.304 -0.5558 -0.3636 1.3857
C -0.455 -2.407 -4.399 -1.2038 0.1648 -0.3932
C -0.698 -3.343 -5.614 -0.6777 -0.2740 1.2022
C -1.259 -2.613 -6.825 0.1381 -0.5909 -0.4508
H -4.866 -4.479 -0.253 -0.4912 0.3048 -0.2035
H -5.454 -4.052 1.372 0.1632 -0.0877 0.1095
H -3.708 -3.976 0.874 -0.2579 -0.3838 0.7079
H -4.557 -1.629 1.032 -0.3865 -0.3016 0.4245
H -5.817 -2.111 -0.150 -0.0295 0.3530 0.2929
H -4.095 -0.836 -1.107 0.4601 0.0871 -0.2136
H -4.120 -2.468 -1.815 0.0889 0.1687 -0.1646
H -2.179 -3.183 -0.256 -0.2278 -0.2600 -0.6594
H -2.216 -1.668 0.442 0.1203 0.4857 -0.2399
H -0.545 0.299 -2.983 -0.2795 0.1972 -0.3448
H -1.196 0.743 -1.420 0.5730 -0.0970 -0.0139
H -3.341 0.933 -1.850 -0.2682 -0.5237 -0.0479
H -3.217 -0.138 -3.316 -0.8055 0.4441 -0.0709
H -2.267 1.904 -4.497 0.4444 0.0886 0.2476
H -2.467 2.832 -2.958 0.5431 -0.1711 -0.0524
H -4.739 1.673 -4.646 0.5036 -0.2868 -0.0566
H -4.395 3.334 -4.388 0.7873 0.0206 -0.1869
H -4.966 2.415 -3.130 0.4878 -0.3317 0.4389
H 0.731 -1.408 -0.269 -0.0435 0.1089 -0.0121
H 1.227 -1.379 -1.966 -0.0627 0.0931 -0.0516
H 0.380 -3.944 -1.978 -0.1284 0.2947 -0.1361
H 0.477 -3.845 -0.283 0.1290 0.3120 0.2481
H 2.875 -2.777 -0.896 0.4464 0.0396 -0.5918
H 2.654 -3.878 -2.349 0.1991 0.4573 -0.0472
H 2.467 -5.789 -0.819 -0.4016 0.0899 0.1430
H 2.446 -4.691 0.588 0.1793 -0.1093 0.0829
H 3.899 -4.967 -0.442 0.0387 0.3322 0.2896
H -2.518 -2.181 -3.576 0.2741 0.4259 -0.5047
H -1.848 -3.541 -2.971 0.8620 -0.3305 -0.1280
H 0.553 -2.525 -4.007 0.0225 0.3003 0.0392
H -0.695 -1.400 -4.752 1.0522 0.2320 -0.0797
H -1.450 -4.056 -5.258 0.0083 -0.1405 -0.2463
H 0.191 -3.950 -5.768 0.0581 0.2030 -0.5042
H -1.780 -3.306 -7.489 0.1050 -0.0956 0.0270
H -0.473 -2.164 -7.431 -0.0732 0.3277 0.1473
H -2.017 -1.883 -6.539 0.1870 0.1901 0.0711
O -0.715 0.153 1.230 0.6018 -0.0008 1.2596
C 0.218 1.169 1.150 -0.1857 0.2805 -0.5094
C 0.498 2.033 2.391 0.6436 0.1451 1.2776
O 0.571 1.261 3.548 -0.8744 -2.0064 0.9466
H -0.020 1.805 0.284 -0.2990 0.1623 0.0093
H 1.121 0.691 0.730 0.3474 -0.2008 0.4237
H -0.253 2.825 2.499 -0.2648 -0.1491 -0.2549
H 1.467 2.541 2.321 -0.0502 0.0511 -0.8285
C -1.057 -2.843 6.410 0.6771 -0.1741 -1.1456
C -0.278 -1.541 6.530 -0.4503 0.4804 0.9663
O -0.222 -0.713 5.396 0.8273 1.5657 -1.0537
H -1.226 -3.235 7.409 0.0761 -0.1643 -0.0441
H -0.424 -3.509 5.817 -0.2317 -0.4121 0.2230
H -2.009 -2.766 5.885 -0.0695 0.3595 0.1664
H 0.747 -1.759 6.836 -0.0187 -0.1934 0.2530
H -0.807 -1.005 7.335 0.3267 0.3103 -0.0437
O 2.544 2.562 5.633 -0.7516 -1.5611 -0.0156
C 2.839 3.729 5.525 -0.7445 1.3766 0.9114
O 3.007 4.480 6.622 0.5523 -0.7551 -0.2759
C 3.374 5.801 6.203 -0.0249 1.2907 -0.0907
C 2.612 5.963 4.898 1.3093 1.2182 0.6050
C 2.861 4.612 4.281 -0.7282 -0.3338 0.6419
H 4.453 5.909 6.060 0.0140 -0.5901 -0.1381
H 3.158 6.579 6.933 -0.5320 -0.5527 0.3618
H 3.091 6.811 4.405 -0.3827 -0.1422 -0.4928
H 1.563 6.187 5.085 -0.0337 -0.1347 -0.0834
H 3.855 4.556 3.838 -0.2508 -0.1754 -0.5000
H 1.987 4.340 3.692 0.6275 -0.4423 -0.6342
O 5.697 1.893 -2.420 0.2569 0.1883 0.1280
C 4.933 2.578 -1.814 -0.0469 -0.0492 -1.3909
O 3.910 2.024 -1.145 -0.5555 -0.6583 1.5287
C 3.103 2.975 -0.400 1.3000 -0.0381 -1.3694
C 3.798 4.325 -0.672 -1.0798 0.7896 0.7233
C 4.822 4.079 -1.768 0.0652 0.7177 0.9400
H 3.110 2.778 0.669 -0.1544 -0.5347 -0.0735
H 2.142 2.822 -0.889 -0.4103 0.5916 0.5231
H 4.258 4.735 0.229 0.1842 -0.4302 0.0932
H 3.024 5.070 -0.871 0.1844 0.0179 -0.5356
H 5.787 4.489 -1.474 0.0460 -0.0017 -0.2164
H 4.517 4.582 -2.683 0.1711 -0.5842 -0.3598